Run i
A 2-piece molecular cluster, C9H13NO2 overall. Source: the Open Molecules 2025 dataset; level of theory: ωB97M-V with the def2-TZVPD basis set.

Last column: natural (NBO) charge in e.
Atoms and positions in Å:
O (3.434, 0.378, 1.681)  -0.69
O (-0.968, -3.208, -2.605)  -0.62
N (-2.044, -1.515, -1.649)  -0.83
C (-0.273, 0.472, 1.964)  -0.21
C (-1.957, 1.544, 0.448)  -0.65
C (-0.878, -2.159, -1.974)  0.66
C (0.439, -1.477, -1.940)  -0.73
C (1.058, 0.101, 2.316)  -0.28
C (-0.522, 1.066, 0.719)  -0.03
C (1.799, 1.194, 0.297)  -0.22
C (0.505, 1.311, -0.181)  -0.22
C (2.051, 0.532, 1.508)  0.26
H (-2.275, 1.555, -0.593)  0.22
H (3.635, 0.414, 2.620)  0.48
H (-0.998, 0.019, 2.643)  0.22
H (-2.073, -0.708, -1.048)  0.38
H (1.053, -2.127, -2.580)  0.26
H (0.713, -1.206, -0.927)  0.24
H (-2.596, 1.082, 1.213)  0.22
H (0.345, 1.731, -1.157)  0.22
H (1.110, -0.601, 3.124)  0.22
H (-2.954, -1.947, -1.703)  0.40
H (2.725, 1.507, -0.213)  0.23
H (-1.873, 2.626, 0.592)  0.23
H (0.544, -0.588, -2.555)  0.23

As for the total charge: 0. The calculation puts the HOMO energy at -8.84 eV. The calculation puts the frontier orbital gap at 9.54 eV. The LUMO energy comes out at 0.695 eV. Its spin multiplicity is 1. Its SMILES is Cc1ccc(O)cc1.CC(N)=O.


Run ii
A 2-piece molecular cluster, C9H13NO2 overall. Source: the Open Molecules 2025 dataset; level of theory: ωB97M-V with the def2-TZVPD basis set.

Last column: natural (NBO) charge in e.
Atoms and positions in Å:
O (-1.239, -0.396, 3.097)  -0.69
O (0.417, 3.884, -0.325)  -0.57
N (0.491, 1.923, -1.535)  -0.85
C (1.439, -2.316, -1.534)  -0.65
C (-1.375, -1.206, 0.867)  -0.29
C (1.441, -1.017, 0.716)  -0.18
C (-0.639, -0.664, 1.894)  0.30
C (0.736, -1.671, -0.387)  -0.05
C (-1.532, 2.431, -0.336)  -0.75
C (0.754, -0.456, 1.731)  -0.28
C (-0.632, -1.692, -0.252)  -0.20
C (-0.096, 2.838, -0.601)  0.69
H (-1.115, -2.104, -1.144)  0.21
H (0.316, 0.967, -1.231)  0.38
H (-2.352, -1.637, 1.031)  0.23
H (2.513, -0.989, 0.552)  0.21
H (-1.794, 1.495, 0.143)  0.24
H (-1.935, 2.352, -1.368)  0.24
H (2.145, -3.116, -1.263)  0.23
H (-1.164, 0.536, 3.298)  0.48
H (2.170, -1.697, -2.051)  0.22
H (1.498, 1.994, -1.622)  0.38
H (0.769, -2.884, -2.173)  0.23
H (1.269, 0.125, 2.490)  0.22
H (-2.086, 3.303, 0.004)  0.24

As for the total charge: 0. The calculation puts the HOMO energy at -9.01 eV. The calculation puts the frontier orbital gap at 9.68 eV. The LUMO energy comes out at 0.661 eV. Its spin multiplicity is 1. Its SMILES is Cc1ccc(O)cc1.CC(N)=O.


In order of decreasing stability: run ii, run i.